<P>
The following is a quantum chemistry calculation of a 12-piece molecular cluster, H24O12 overall, from OMol25.

XYZ file:
```
36
H24O12 wB97M-V/def2-TZVPD
O 1.421 -1.516 -0.819
O 1.219 4.065 -1.950
O -2.281 -3.409 0.574
O 0.470 0.594 -4.937
O -1.260 0.162 2.195
O -0.182 0.081 -0.156
O -1.523 -0.832 -2.343
O -3.912 -1.367 2.223
O 4.717 0.146 1.266
O 0.316 3.834 2.328
O -0.415 -2.807 2.551
O 1.914 1.032 -1.225
H 0.499 -1.296 -0.372
H -1.852 -0.584 -3.160
H -4.701 -0.775 2.349
H 1.078 -0.044 -4.525
H 1.253 -1.533 -1.782
H -1.677 -3.699 -0.086
H 0.936 1.485 -4.673
H -0.965 -0.122 -0.761
H -3.645 -1.661 3.070
H -2.139 0.699 2.582
H 0.716 3.349 3.069
H -0.360 -2.399 1.647
H -0.354 0.115 0.818
H -0.663 -3.625 2.368
H 0.344 3.527 -1.930
H -3.012 -3.328 0.816
H -2.006 -1.562 -1.981
H -0.735 0.214 3.095
H 4.934 1.146 1.182
H -0.465 3.407 2.091
H 1.592 0.442 -0.680
H 1.704 4.114 -1.094
H 3.722 0.338 1.122
H 1.926 1.917 -0.823
```

Properties
- HOMO energy: -9.9 eV
- LUMO: -0.46 eV
- SMILES string: O.O.O.O.O.O.O.O.O.O.O.O


<Q>
The following is a quantum chemistry calculation of a 12-piece molecular cluster, H24O12 overall, from OMol25.

XYZ file:
```
36
H24O12 wB97M-V/def2-TZVPD
O -1.872 0.811 -2.469
O -0.543 -1.901 -1.121
O 0.991 2.936 -0.406
O 3.515 0.187 -0.634
O -0.169 0.668 3.706
O 1.048 0.664 -1.778
O 2.004 -3.130 0.706
O -0.124 0.259 0.844
O 1.991 -2.612 -1.997
O -0.492 3.315 1.877
O -2.196 -3.110 1.371
O -3.068 0.320 0.523
H 1.708 3.570 -0.431
H -0.909 3.914 2.496
H -1.997 -2.807 2.256
H -3.909 0.770 0.606
H -1.931 0.423 -1.595
H -1.063 0.601 4.042
H 4.013 0.079 -1.444
H 1.214 -2.157 -1.671
H 0.481 3.179 0.366
H -2.419 1.594 -2.421
H 1.144 0.747 -2.726
H -0.183 -0.518 0.289
H 0.926 1.562 -1.470
H -0.233 0.382 2.795
H -1.887 -2.406 0.801
H 0.192 0.948 0.259
H -2.589 0.559 1.316
H 1.580 -2.277 0.800
H -0.398 2.495 2.361
H -0.593 -1.116 -1.666
H 2.607 0.284 -0.921
H 2.393 -3.111 -0.168
H -1.128 -2.527 -1.547
H 1.898 -2.593 -2.950
```

Properties
- HOMO energy: -10.2 eV
- LUMO: -0.16 eV
- SMILES string: O.O.O.O.O.O.O.O.O.O.O.O


<R>
The following is a quantum chemistry calculation of a 12-piece molecular cluster, H24O12 overall, from OMol25.

XYZ file:
```
36
H24O12 wB97M-V/def2-TZVPD
O -2.547 -2.785 -0.469
O -1.108 3.659 -0.343
O -4.261 0.728 0.323
O 0.784 1.669 3.153
O 1.304 3.644 -2.840
O 0.883 -1.153 2.912
O -1.304 -1.141 -3.104
O 0.199 -0.007 -0.250
O 3.208 0.446 -1.462
O 2.175 -3.986 -2.020
O -3.447 -0.832 1.854
O 4.027 -0.581 2.169
H 1.195 -2.018 2.633
H 1.575 -4.662 -1.644
H -4.256 1.109 -0.584
H 2.210 0.647 -1.373
H 0.746 -0.772 -0.415
H 1.919 -3.869 -2.913
H 1.666 -0.802 3.383
H 3.365 1.170 -2.076
H -3.274 -2.368 -0.914
H -2.920 -2.960 0.417
H -0.880 3.675 0.584
H 1.374 1.582 3.964
H -3.544 -0.534 2.844
H -1.623 -2.013 -3.308
H -1.600 4.558 -0.337
H -3.632 1.306 0.640
H 1.160 2.185 2.400
H 0.888 0.544 0.293
H -1.906 -0.456 -3.154
H 3.517 -0.840 2.945
H 1.939 3.052 -3.260
H -3.206 -0.082 1.341
H 1.237 4.394 -3.396
H 4.749 -0.123 2.543
```

Properties
- HOMO energy: -10.2 eV
- LUMO: 0.13 eV
- SMILES string: O.O.O.O.O.O.O.O.O.O.O.O


Stability ranking, top and bottom: <Q> is the most stable and <P> is the least stable.


<P>
The following is a quantum chemistry calculation of a 12-piece molecular cluster, H24O12 overall, from OMol25.

XYZ file:
```
36
H24O12 wB97M-V/def2-TZVPD
O 2.047 -1.265 0.808
O 1.123 2.642 -1.306
O -0.287 0.222 0.221
O -0.003 0.024 -2.727
O 2.851 1.447 1.496
O -0.385 0.265 3.743
O -2.061 2.555 -2.656
O 2.527 0.324 -1.398
O -2.080 -2.595 1.107
O -2.482 1.395 1.276
O 0.273 -2.340 2.620
O -2.571 -0.810 -2.809
H 2.139 1.839 2.002
H 1.678 1.896 -1.078
H -1.615 -0.850 -2.846
H 0.843 0.064 -2.281
H -2.350 -3.278 0.494
H -2.417 2.283 0.924
H -2.179 3.090 -1.871
H 1.205 2.721 -2.256
H -1.334 1.971 -2.441
H -1.046 0.162 4.428
H 2.732 -1.933 0.764
H 2.408 -0.400 -0.783
H 3.404 0.192 -1.758
H -0.575 -2.599 2.261
H 1.383 -1.640 1.385
H 0.495 -0.195 0.583
H 0.363 -2.857 3.421
H 0.217 0.033 -3.659
H 2.580 0.538 1.366
H -2.857 -1.691 -3.053
H -0.126 0.258 -0.722
H -1.689 0.956 0.967
H -0.445 -0.541 3.230
H -1.767 -1.882 0.549
```

Properties
- HOMO energy: -10.1 eV
- LUMO: -0.36 eV
- SMILES string: O.O.O.O.O.O.O.O.O.O.O.O


<Q>
The following is a quantum chemistry calculation of a 12-piece molecular cluster, H24O12 overall, from OMol25.

XYZ file:
```
36
H24O12 wB97M-V/def2-TZVPD
O -2.570 2.031 1.928
O 1.015 -3.630 -0.943
O 0.226 -1.240 -2.729
O -2.017 1.828 -0.712
O 2.245 -2.191 1.421
O 2.230 1.062 -1.907
O -2.395 -0.583 0.155
O 0.429 3.140 -0.806
O 0.330 2.645 2.292
O 0.562 -0.385 0.233
O -2.160 -3.348 -0.750
O 2.602 1.283 1.386
H 0.970 2.376 -1.154
H 1.775 -2.744 2.021
H -2.260 -1.531 -0.064
H -2.071 0.946 -0.778
H -1.164 2.072 -1.023
H 1.669 -1.489 1.131
H 0.937 0.457 0.494
H -0.613 -0.741 -2.842
H -2.292 -4.005 -0.027
H -0.352 -0.278 0.440
H 2.643 0.499 1.892
H 0.337 3.713 -1.553
H 0.166 -1.855 -2.018
H 1.886 1.759 1.872
H 1.480 0.401 -1.989
H 1.749 -4.099 -1.298
H 1.319 -3.172 -0.170
H -2.194 2.028 1.036
H -3.136 -0.569 0.760
H 2.651 0.801 -1.111
H -1.214 -3.253 -0.920
H -2.689 2.958 1.973
H 0.444 2.960 1.373
H -0.537 2.155 2.386
```

Properties
- HOMO energy: -11.4 eV
- LUMO: 0.01 eV
- SMILES string: O.O.O.O.O.O.O.O.O.O.O.O


<R>
The following is a quantum chemistry calculation of a 12-piece molecular cluster, H24O12 overall, from OMol25.

XYZ file:
```
36
H24O12 wB97M-V/def2-TZVPD
O -1.195 -1.776 -4.427
O 0.679 -2.660 2.020
O -0.821 3.334 0.244
O 3.515 2.608 -1.208
O -2.703 1.726 2.011
O -3.670 0.147 1.568
O 5.285 1.683 0.862
O 0.824 -1.183 -0.024
O -1.807 -2.451 1.217
O -0.640 -3.819 -2.246
O 0.004 1.833 -2.054
O 0.547 0.174 1.973
H 2.966 2.485 -0.507
H -1.812 -1.590 1.497
H -2.239 1.621 1.146
H 5.711 2.067 0.042
H -0.362 -2.956 -2.300
H 0.466 0.986 2.465
H 4.926 2.513 1.316
H 1.436 -0.481 0.181
H -3.559 2.032 1.933
H 2.976 2.214 -1.940
H 0.748 -1.737 2.271
H 0.281 -3.240 2.770
H -0.240 4.084 0.194
H -0.881 1.971 -1.910
H -1.514 3.716 -0.200
H 0.369 1.239 -1.386
H 1.484 -1.845 -0.358
H -4.471 0.065 2.066
H -0.363 -2.005 -4.014
H -3.352 -0.765 1.523
H -1.314 -2.494 -5.086
H 0.014 -4.328 -2.728
H -0.329 -0.255 1.708
H -0.959 -2.918 1.383
```

Properties
- HOMO energy: -8.6 eV
- LUMO: 0.04 eV
- SMILES string: O.O.O.O.O.O.O.O.O.O.O.O


Stability ranking, top and bottom: <Q> is the most stable and <R> is the least stable.


<P>
The following is a quantum chemistry calculation of a 12-piece molecular cluster, H24O12 overall, from OMol25.

XYZ file:
```
36
H24O12 wB97M-V/def2-TZVPD
O 3.446 0.733 -1.238
O -1.574 1.515 -3.115
O -0.329 -1.922 1.805
O -1.336 2.094 0.964
O -2.292 -0.955 1.065
O -3.110 1.056 -0.893
O 0.088 -0.193 -0.130
O 2.409 -1.160 1.589
O -0.756 0.458 3.519
O 2.330 -1.771 -1.164
O -0.592 -2.801 -1.060
O 1.000 2.166 -2.252
H 1.240 2.418 -3.154
H -0.367 -2.622 2.467
H 0.660 -0.344 0.638
H -1.489 -3.128 -0.936
H -1.494 -0.575 0.631
H 0.064 0.766 -0.233
H -2.917 -1.078 0.339
H 1.107 2.976 -1.738
H -2.476 1.247 -0.175
H -1.333 2.014 1.933
H -0.707 2.797 0.772
H 3.155 -1.373 -1.462
H -0.895 -0.315 2.953
H -0.582 -1.931 -0.622
H -1.229 -1.867 1.441
H 0.116 0.324 3.907
H 2.207 -1.473 -0.250
H 2.557 0.739 -1.627
H 2.845 -1.072 2.442
H 3.309 0.933 -0.306
H 1.526 -1.533 1.772
H -2.592 1.133 -1.729
H -1.108 0.825 -3.602
H -0.884 1.919 -2.550
```

Properties
- HOMO energy: -10.0 eV
- LUMO: -0.45 eV
- SMILES string: O.O.O.O.O.O.O.O.O.O.O.O


<Q>
The following is a quantum chemistry calculation of a 12-piece molecular cluster, H24O12 overall, from OMol25.

XYZ file:
```
36
H24O12 wB97M-V/def2-TZVPD
O -1.641 1.490 2.889
O 0.750 -1.599 -3.092
O 0.120 -3.476 0.436
O -0.118 0.374 -0.023
O -1.538 3.149 -3.757
O -1.745 -2.728 3.132
O -2.767 1.362 -0.455
O 3.216 -3.546 0.789
O 2.713 -1.666 -2.271
O -4.180 2.174 -1.376
O 1.007 3.198 0.440
O 4.237 1.106 2.898
H 3.318 -0.954 -2.036
H -0.259 0.374 -0.976
H -2.497 -2.188 3.401
H 0.237 -0.502 0.162
H 1.584 3.949 0.259
H 2.820 -2.310 -1.561
H 0.849 -0.653 -3.246
H 1.303 2.877 1.299
H -0.478 -3.413 1.188
H -4.157 3.124 -1.215
H -3.409 1.756 0.146
H 0.136 -1.653 -2.351
H -2.073 3.823 -4.192
H -2.130 0.690 2.665
H -0.797 1.163 3.221
H -1.089 -2.575 3.821
H 2.849 -4.356 0.416
H 4.166 -3.706 0.805
H 3.736 0.503 2.337
H -2.062 2.017 -0.510
H -0.002 -4.376 0.113
H -5.116 1.950 -1.328
H -1.137 2.662 -4.485
H 4.154 1.959 2.458
```

Properties
- HOMO energy: -7.8 eV
- LUMO: 0.17 eV
- SMILES string: O.O.O.O.O.O.O.O.O.O.O.O


<R>
The following is a quantum chemistry calculation of a 12-piece molecular cluster, H24O12 overall, from OMol25.

XYZ file:
```
36
H24O12 wB97M-V/def2-TZVPD
O 10.084 9.359 8.331
O 13.210 12.795 6.814
O 11.742 9.168 10.872
O 12.617 10.316 8.190
O 13.263 10.867 12.076
O 10.872 11.620 10.071
O 14.586 7.998 10.138
O 13.491 12.913 10.290
O 15.943 10.899 11.543
O 11.762 11.275 4.853
O 12.226 7.303 8.927
O 15.346 10.366 8.988
H 12.462 9.645 11.323
H 11.685 12.124 5.324
H 11.903 7.981 9.493
H 13.797 7.787 9.628
H 13.166 10.304 8.943
H 14.181 12.736 6.899
H 16.424 10.156 11.885
H 13.547 11.582 11.485
H 11.444 12.315 10.304
H 12.010 11.502 3.985
H 11.977 6.474 9.283
H 16.251 10.720 8.915
H 10.272 8.994 7.476
H 15.570 10.592 10.707
H 10.899 9.840 8.541
H 14.862 8.749 9.652
H 13.974 10.762 12.694
H 13.209 13.464 6.113
H 11.076 9.046 11.521
H 13.528 13.738 10.759
H 11.294 10.801 10.301
H 15.237 9.967 8.151
H 12.654 11.198 7.814
H 14.454 12.772 10.114
```

Properties
- HOMO energy: -9.4 eV
- LUMO: -0.55 eV
- SMILES string: O.O.O.O.O.O.O.O.O.O.O.O


Stability ranking, top and bottom: <P> is the most stable and <Q> is the least stable.


<P>
The following is a quantum chemistry calculation of a 12-piece molecular cluster, H24O12 overall, from OMol25.

XYZ file:
```
36
H24O12 wB97M-V/def2-TZVPD
O 3.497 0.732 2.503
O -2.039 1.207 -2.876
O -1.158 2.052 1.817
O 0.377 3.279 -1.200
O 0.515 1.578 3.833
O 3.187 -2.777 -0.139
O 0.854 0.126 -1.325
O -0.745 -1.848 -0.594
O 1.171 -2.825 2.022
O 1.166 1.705 -3.461
O -3.345 1.041 -0.377
O -3.059 -3.204 -0.040
H 0.951 -3.088 2.923
H 1.089 0.545 -2.182
H -3.292 0.279 -1.023
H -2.188 -2.945 -0.344
H -0.273 -1.783 -1.496
H -1.357 2.890 1.421
H 0.413 -2.562 1.489
H 2.754 -2.890 0.724
H 0.602 1.750 2.845
H 1.521 -0.545 -1.149
H 0.823 0.915 -3.955
H 3.419 -3.695 -0.244
H -0.993 -0.930 -0.711
H -3.733 0.619 0.405
H 1.304 3.221 -1.002
H -0.438 1.519 3.753
H 0.423 1.742 -2.827
H -1.315 0.867 -2.277
H -2.816 1.665 -2.487
H 3.901 -0.121 2.496
H -0.101 3.595 -0.452
H 2.651 0.548 3.019
H -0.858 1.508 1.090
H -2.909 -4.170 -0.179
```

Properties
- HOMO energy: -11.1 eV
- LUMO: -0.15 eV
- SMILES string: O.O.O.O.O.O.O.O.O.O.O.O


<Q>
The following is a quantum chemistry calculation of a 12-piece molecular cluster, H24O12 overall, from OMol25.

XYZ file:
```
36
H24O12 wB97M-V/def2-TZVPD
O -24.922 -1.248 -12.315
O -25.474 1.272 -17.552
O -22.127 -1.951 -16.623
O -26.093 -4.489 -14.948
O -23.342 -2.812 -14.066
O -25.161 -1.499 -15.923
O -24.061 -4.057 -17.353
O -27.294 -2.768 -13.330
O -24.309 -1.128 -18.838
O -23.213 0.243 -14.468
O -24.473 2.637 -15.145
O -26.487 0.376 -14.027
H -23.608 -1.517 -19.450
H -25.282 0.364 -17.850
H -25.684 -0.744 -15.712
H -22.892 -1.742 -17.195
H -23.606 1.083 -14.285
H -26.230 1.453 -18.104
H -23.260 -3.998 -16.833
H -25.207 -0.462 -12.780
H -24.466 -1.747 -13.004
H -26.875 1.151 -13.612
H -22.494 -3.072 -13.685
H -25.504 -2.244 -15.524
H -25.228 -4.742 -14.696
H -26.799 -3.265 -13.998
H -26.635 -2.289 -12.783
H -21.773 -2.728 -17.123
H -25.068 3.267 -14.701
H -27.142 -0.307 -14.010
H -25.002 2.025 -15.698
H -23.784 -4.648 -18.033
H -23.531 -0.086 -15.252
H -24.646 -1.869 -18.346
H -25.935 -4.515 -15.854
H -23.093 -2.631 -14.983
```

Properties
- HOMO energy: -9.9 eV
- LUMO: -0.55 eV
- SMILES string: O.O.O.O.O.O.O.O.O.O.O.O


<R>
The following is a quantum chemistry calculation of a 12-piece molecular cluster, H24O12 overall, from OMol25.

XYZ file:
```
36
H24O12 wB97M-V/def2-TZVPD
O -2.800 -0.903 0.915
O 2.424 -2.603 -0.820
O -2.249 0.428 -1.542
O 0.116 0.236 0.114
O -1.866 1.682 1.306
O 2.959 -0.156 0.938
O 0.466 -0.660 2.720
O -0.610 1.123 -3.645
O 1.731 2.636 0.163
O 1.629 1.750 3.075
O -0.012 -1.307 -2.232
O -2.850 -2.208 -1.744
H -2.737 -0.285 0.160
H -2.167 1.341 -1.293
H -1.706 0.445 -2.319
H 2.434 -3.208 -0.111
H -2.159 -1.520 -1.845
H 1.229 -0.987 3.201
H -0.685 0.563 0.546
H -1.435 2.561 1.333
H 2.207 1.596 3.804
H 0.268 1.229 -3.234
H -3.602 -1.574 -1.650
H 1.051 0.926 2.962
H 2.200 2.283 0.938
H 0.616 -0.967 1.809
H 0.811 -1.023 -2.593
H -1.953 1.297 2.187
H 0.212 -1.918 -1.511
H 2.231 -1.747 -0.549
H -2.134 -1.593 0.854
H -0.601 0.312 -4.141
H 1.085 1.956 0.044
H -0.147 -0.120 -0.705
H 2.442 -0.138 1.711
H 3.591 0.540 1.142
```

Properties
- HOMO energy: -10.4 eV
- LUMO: -0.18 eV
- SMILES string: O.O.O.O.O.O.O.O.O.O.O.O


Stability ranking, top and bottom: <Q> is the most stable and <P> is the least stable.